No. 1
DFT (wB97M-V/def2-TZVPD) results for 5 unconnected molecules or ions with the total composition H9O4S.

Atoms and positions in Å:
S -0.47 0.54 0.53
H -0.19 1.39 1.49
H 0.43 -1.81 -2.88
H -0.12 -1.03 -1.64
O 0.58 -1.06 -2.29
H -2.60 0.00 2.71
H -2.72 0.24 1.27
O -3.27 -0.08 2.02
H 0.79 2.15 -1.33
H 0.97 0.92 -2.07
O 0.87 1.87 -2.25
H 2.37 -0.72 2.01
H 1.20 -1.11 1.17
O 2.16 -1.29 1.27

Computed properties:
Charge ... -1
E_tot ... -19173.24776 eV

No. 2
DFT (wB97M-V/def2-TZVPD) results for 2 unconnected molecules or ions with the total composition H9NSi3.

Atoms and positions in Å:
H -1.90 -1.24 1.50
N -1.03 -0.92 1.01
Si -0.17 -2.01 0.22
Si 1.66 -1.25 -0.86
H -0.34 -3.49 -0.14
H 2.80 -2.16 -0.26
H 1.89 0.22 -0.82
H 1.76 -1.42 -2.36
Si -0.97 2.53 0.29
H 0.18 3.49 0.84
H -2.19 3.12 -0.39
H -1.43 1.66 1.48
H -0.25 1.46 -0.50

Computed properties:
SMILES ... [H]/N=[SiH]/[SiH3].[SiH4]
E_tot ... -25265.46944 eV

No. 3
DFT (wB97M-V/def2-TZVPD) results for 3 unconnected molecules or ions with the total composition C3H11N3O.

Atoms and positions in Å:
C -1.49 0.13 -0.46
C 0.86 0.11 0.17
C 2.20 0.59 -0.33
N -0.18 0.24 -0.77
N -1.98 -1.02 0.15
N 0.85 -1.14 0.88
O -2.35 0.75 -1.33
H -2.97 0.08 -1.66
H -0.02 0.96 -1.46
H -0.14 1.10 1.22
H -0.99 1.27 1.17
H -2.73 -0.82 0.79
H -1.21 -1.52 0.61
H 1.46 -1.85 0.47
H 0.99 -1.02 1.87
H 2.69 -0.13 -1.01
H 2.13 1.55 -0.85
H 2.87 0.73 0.52

Computed properties:
E_tot ... -9804.06086 eV

No. 4
DFT (wB97M-V/def2-TZVPD) results for a gas-phase ion, C5H15N2 (charge +1).

Atoms and positions in Å:
N -1.96 -0.14 -1.23
C -0.99 1.05 -1.50
C 0.27 1.21 -0.79
C 1.13 0.03 -0.71
C 1.66 -0.59 0.69
C 0.58 -0.38 1.79
N -0.69 -1.13 1.44
H -2.89 0.28 -1.04
H -1.96 -0.72 -2.16
H -1.42 2.04 -1.47
H -0.72 0.61 -2.44
H 0.68 2.29 -0.96
H 0.23 1.30 0.37
H 2.21 0.36 -0.99
H 0.90 -0.76 -1.36
H 1.77 -1.67 0.57
H 2.62 -0.12 1.11
H 1.00 -0.57 2.82
H 0.35 0.77 1.85
H -1.18 -0.75 0.63
H -0.40 -1.99 1.11
H -1.20 -1.10 2.26

Computed properties:
SMILES ... NCCCCC[NH3+]
Charge ... +1
E_tot ... -8399.56552 eV

ΔE to the lowest compared entry with this formula, charge and spin: 19.9 47.6 90.9 71.7 (kcal per mole)